Record 1
The following is a DFT calculation (ωB97M-V/def2-TZVPD) of C17H22F4KN6S2 as an isolated structure.

```
52
Properties=species:S:1:pos:R:3:forces:R:3
K -0.5981 1.2733 0.3340 0.5 0.0 0.4
C 3.9348 1.1930 -1.5270 -0.1 0.0 0.0
C 2.5924 1.1529 -0.7910 0.1 0.0 0.0
N 1.4737 0.5737 -1.5244 0.0 0.1 0.0
C 1.6752 -0.8036 -1.9471 0.0 -0.1 0.1
C 2.0903 -1.7316 -0.8145 0.0 0.1 -0.1
C 1.0225 1.4174 -2.6266 -0.1 0.0 -0.1
C -0.3562 1.0538 -3.1809 0.0 -0.1 0.0
N -1.3201 1.0028 -2.1122 0.0 0.0 -0.2
C -2.5954 0.7788 -2.3671 -0.1 -0.1 -0.2
C -3.5078 0.7042 -1.2697 -0.1 0.0 0.0
F -2.9951 0.8490 -0.0090 -0.4 -0.1 -0.2
C -4.8548 0.5018 -1.3953 0.0 0.0 0.0
F -5.6146 0.4609 -0.2789 0.0 0.0 0.0
C -5.4642 0.3297 -2.6291 0.0 0.0 -0.1
C -4.6162 0.3738 -3.7224 -0.1 0.0 0.1
F -5.1479 0.2058 -4.9568 0.1 0.0 0.0
C -3.2614 0.5806 -3.6194 0.1 0.0 0.0
F -2.5492 0.5976 -4.7831 0.0 0.0 0.0
H 4.6865 1.6847 -0.9074 0.0 0.0 0.0
H 3.8552 1.7462 -2.4635 0.0 0.0 0.0
H 4.2920 0.1867 -1.7524 0.0 0.0 0.0
H 2.3076 2.1738 -0.5199 0.0 0.0 0.0
H 2.7070 0.6081 0.1495 0.0 0.0 0.0
H 2.4083 -0.8662 -2.7716 0.0 0.0 0.0
H 0.7241 -1.1580 -2.3448 0.0 0.0 0.0
H 3.0926 -1.5070 -0.4450 0.0 0.0 0.0
H 2.0930 -2.7624 -1.1718 0.0 0.0 0.0
H 1.3909 -1.6597 0.0187 0.0 0.0 0.0
H 1.7364 1.4017 -3.4701 0.0 0.0 0.0
H 0.9781 2.4466 -2.2561 0.0 0.0 0.0
H -0.2828 0.1042 -3.7317 0.0 0.0 0.0
H -0.5806 1.8157 -3.9413 0.0 0.0 0.0
H -6.5255 0.1703 -2.7276 0.0 0.0 0.0
C -0.0780 -4.0062 4.7150 0.1 0.0 0.0
C 1.1688 -3.5718 3.9379 -0.1 -0.1 0.0
C 1.1401 -2.1181 3.6088 0.1 0.3 0.2
N 0.6992 -1.6289 2.5098 0.0 -0.4 -0.2
N 0.6877 -0.2702 2.4464 0.0 0.4 0.1
C 1.1232 0.2977 3.5388 0.1 -0.6 0.3
N 1.2299 1.6236 3.7351 0.0 0.2 0.0
S 1.6251 -0.8783 4.7515 -0.2 0.1 -0.3
H -0.0434 -5.0736 4.9348 0.0 0.0 0.0
H -0.9749 -3.8005 4.1318 0.0 0.0 0.0
H -0.1536 -3.4633 5.6579 0.0 0.0 0.0
H 1.2292 -4.1176 2.9961 0.0 0.0 0.0
H 2.0669 -3.8004 4.5151 0.0 0.0 0.0
H 0.6387 2.2206 3.1262 0.0 0.0 0.0
H 1.2568 1.9366 4.6906 0.1 0.0 0.0
S -2.5107 4.7446 3.3762 -0.5 0.3 0.3
C -1.3714 3.8302 2.6860 0.6 -0.3 -0.3
N -0.5243 3.1770 2.1972 -0.2 0.2 0.1
```
Forces are in eV/Å.

Total charge: -1
HOMO-LUMO gap (eV): 5.935
E_LUMO (eV): 2.1

Record 2
The following is a DFT calculation (ωB97M-V/def2-TZVPD) of a single C4H6P2S molecule.

```
13
Properties=species:S:1:pos:R:3:forces:R:3
P 0.9418 -1.4343 0.8790 -0.4 -0.1 0.2
C -0.0924 -0.3579 -0.1584 0.0 0.4 0.4
C -0.9842 -0.7980 -1.1681 -0.1 0.0 -0.1
C -1.6863 0.2197 -1.7240 0.0 0.4 0.0
S -1.3039 1.7406 -1.0208 0.2 -0.6 0.3
C -0.1781 0.9914 0.0659 -0.1 0.0 -0.4
P 0.8567 1.9095 1.2359 0.3 0.0 -0.3
H 2.0915 -0.6517 0.7644 0.4 0.2 0.1
H 1.3242 -2.2786 -0.1609 0.2 -0.4 -0.3
H -1.0818 -1.8280 -1.4645 -0.1 -0.1 -0.1
H -2.4121 0.1768 -2.5117 -0.1 -0.1 -0.2
H 0.2183 1.4369 2.3844 -0.1 -0.1 0.5
H 0.0891 3.0697 1.2021 -0.2 0.5 0.0
```
Forces are in eV/Å.

Relative energy (zero: lowest compared OMol25 entry of this formula, charge and spin) (kJ/mol): 12.28
HOMO-LUMO gap (eV): 9.290
E_LUMO (eV): 0.8

Record 3
The following is a DFT calculation (ωB97M-V/def2-TZVPD) of C16H32ClLi3O8 as an isolated structure at a distorted geometry.

```
60
Properties=species:S:1:pos:R:3:forces:R:3
Li -0.7282 20.1910 -4.5673 0.1 0.9 -0.2
Li 1.4959 25.0698 -2.0915 -0.3 0.5 -0.7
Li -1.5228 26.0538 -6.8007 0.5 -0.7 -0.2
Cl 0.2078 23.4523 -4.8172 0.9 -0.5 0.8
O 0.2325 23.6458 -3.3729 0.0 0.3 -0.2
O -0.3258 24.6093 -5.4715 -0.7 0.4 0.0
O 1.5233 23.1906 -5.2947 -0.2 -0.1 0.0
O -0.6650 22.3058 -5.0742 -0.1 -0.6 0.0
C 1.2799 25.7312 -9.7864 -1.2 0.2 -0.1
C 0.7027 24.3274 -10.0270 0.3 -0.2 1.0
C -0.5341 24.3072 -9.1123 0.3 -0.3 -0.5
O -0.3364 25.3852 -8.1606 -0.2 0.3 0.2
C 1.0162 25.9178 -8.2969 0.2 -0.4 -0.1
H 0.5994 26.4779 -10.2231 0.5 -0.2 -0.5
H 2.2853 25.8406 -10.1732 0.2 0.2 0.3
H 1.4331 23.6039 -9.6443 -0.1 0.0 -0.2
H 0.4650 24.0538 -11.0491 0.0 0.3 -0.1
H -0.6537 23.3545 -8.5855 0.1 0.2 0.1
H -1.4373 24.4656 -9.7006 -0.1 0.4 0.2
H 1.7091 25.3585 -7.6530 -0.2 0.0 -0.1
H 0.9875 26.9575 -7.9659 0.0 0.0 -0.1
C -0.9440 28.1179 -0.3897 0.3 -1.0 0.4
C -1.6503 26.7455 -0.3435 -0.5 0.0 -1.0
C -1.3123 26.1244 -1.7025 -0.1 0.7 0.4
O 0.0314 26.5940 -1.9700 0.5 -1.1 0.1
C 0.1330 27.9423 -1.4928 -0.8 0.8 0.2
H -0.4734 28.2805 0.5784 0.0 0.3 -0.1
H -1.6717 28.9025 -0.5654 0.2 0.2 -0.2
H -2.7350 26.8501 -0.2770 0.1 0.0 0.3
H -1.2959 26.0955 0.4532 0.0 0.1 0.1
H -1.9588 26.4869 -2.5121 0.0 0.0 0.2
H -1.3784 25.0389 -1.6810 0.4 0.0 -0.2
H -0.0586 28.6364 -2.3190 0.0 -0.2 0.0
H 1.1280 28.1553 -1.1082 0.1 -0.4 -0.1
C -3.6128 20.8538 -8.7002 0.3 -0.5 0.0
C -3.8035 21.6914 -9.9721 -0.1 0.5 1.0
C -4.6273 22.8496 -9.4448 -1.5 -0.1 1.1
O -4.2728 23.0376 -8.0434 0.5 0.5 -0.7
C -3.6520 21.8577 -7.5388 -0.5 0.2 -0.8
H -2.6676 20.3056 -8.7277 0.0 0.1 0.0
H -4.3833 20.0881 -8.6080 -0.2 0.2 0.1
H -4.3779 21.1664 -10.7253 0.4 -0.1 -0.4
H -2.8269 22.0482 -10.2871 0.0 -0.1 -0.5
H -5.6996 22.5855 -9.3994 0.3 -0.2 -0.4
H -4.6202 23.8069 -9.9689 0.6 -0.1 0.1
H -4.2824 21.4947 -6.7271 0.3 -0.1 0.3
H -2.6531 22.1555 -7.2120 0.1 -0.3 0.3
C 3.9543 28.0273 -3.1740 0.3 -1.0 -0.6
C 3.2135 27.9231 -4.5236 -1.0 0.6 0.2
C 2.4718 26.5739 -4.4651 0.9 -1.0 -0.8
O 2.8500 25.9741 -3.1987 -0.5 -0.2 0.1
C 4.1177 26.5469 -2.8112 -0.1 0.1 0.5
H 3.3369 28.5316 -2.4354 0.0 0.0 0.1
H 4.9172 28.5230 -3.2409 0.0 0.2 -0.1
H 3.8741 27.9629 -5.3852 0.1 -0.1 0.1
H 2.4931 28.7414 -4.6252 0.2 0.0 0.0
H 2.8210 25.9230 -5.2920 0.3 0.1 0.5
H 1.3923 26.4870 -4.6204 0.0 0.7 0.8
H 4.9225 25.9951 -3.3093 -0.1 0.4 -0.3
H 4.2735 26.3798 -1.7407 -0.3 0.0 -0.1
```
Forces are in eV/Å.

Total charge: +2
HOMO-LUMO gap (eV): 7.672
E_LUMO (eV): -6.1

Record 4
The following is a DFT calculation (ωB97M-V/def2-TZVPD) of a 2-piece molecular cluster, C12H17NS overall at a distorted geometry.

```
31
Properties=species:S:1:pos:R:3:forces:R:3
C 1.4304 -1.6222 -1.0136 2.1 2.4 -0.1
C 2.2199 -0.3372 -1.3420 -1.4 -1.2 1.2
C 2.6281 -0.9718 0.8608 -1.3 0.3 -2.5
C 1.7440 -1.8851 0.3908 -0.2 -0.6 -1.8
C 2.8760 0.0357 -0.1863 -1.7 -2.8 -0.4
C -1.1337 -0.1130 0.1954 2.7 -0.7 -2.0
C -1.5686 -2.5737 -0.1612 -0.4 -0.4 0.4
C -2.5869 1.5634 -1.0274 2.9 4.0 -2.0
C -2.0226 2.2452 0.1851 1.6 2.0 1.8
C -1.2123 1.1501 -0.5359 -2.3 0.7 1.7
C 3.5627 1.2521 0.0591 3.7 -0.4 0.5
C -1.7575 -2.0283 1.2676 1.3 -0.1 -0.3
N -2.0022 -0.6467 1.0399 -2.7 1.4 1.7
S -1.1171 -1.4290 -1.3346 -0.2 -1.4 1.6
H 1.0968 -2.2767 -1.7962 0.3 -0.4 0.3
H 2.0871 0.3128 -2.2253 0.2 -0.7 0.4
H 2.9650 -1.0620 1.8305 1.1 0.4 1.9
H 1.4971 -2.7960 0.8891 -0.4 -0.4 0.3
H -0.1693 -0.3127 0.6093 1.1 0.2 -0.2
H -1.8919 -3.5941 -0.3218 0.3 0.1 -0.6
H -3.3197 0.8839 -0.8808 -2.5 -1.9 0.3
H -2.6459 2.2257 -1.9805 0.0 -1.6 1.7
H -1.4819 3.2695 0.2487 -1.4 -1.5 -1.1
H -2.4590 2.1470 1.2363 0.6 -0.8 -1.7
H -0.3088 1.2794 -1.0890 0.3 0.8 -0.3
H 4.4309 1.3610 -0.6204 -0.2 0.1 0.4
H 3.8895 1.3214 1.0913 0.3 0.0 0.1
H 2.9372 2.0208 -0.0998 -2.1 3.1 -0.7
H -0.8968 -2.0891 1.9863 -0.1 -0.2 -1.0
H -2.5735 -2.4303 1.8359 -0.6 -0.6 -0.1
H -2.9168 -0.5134 0.6637 -1.1 -0.1 0.2
```
Forces are in eV/Å.

Relative energy (zero: lowest compared OMol25 entry of this formula, charge and spin) (kJ/mol): 689.29
HOMO-LUMO gap (spin up / spin down) (eV): 7.457 / 6.123
E_LUMO (spin up / spin down) (eV): 0.4 / -0.5

Record 5
The following is a DFT calculation (ωB97M-V/def2-TZVPD) of C22H36NiO3P2 as an isolated structure at a distorted geometry.

```
64
Properties=species:S:1:pos:R:3:forces:R:3
P 1.4145 -2.5801 -2.7452 -2.5 -0.9 -2.3
P 1.0276 0.7323 -2.5517 -0.9 1.9 -1.9
C 0.5178 -1.5214 -3.9219 -0.1 -0.7 -0.3
C 1.3220 -0.2387 -4.1495 0.1 0.6 0.9
H -0.4824 -1.3148 -3.5106 0.2 0.0 -0.3
H 0.4347 -2.1537 -4.7970 -0.4 0.2 -0.6
H 2.4305 -0.3432 -4.1550 -0.3 -0.4 -0.9
H 0.9136 0.3490 -4.9860 0.8 -0.4 0.0
C -0.3097 1.7312 -3.5346 -0.7 -0.2 0.5
H -0.7741 2.5650 -2.9921 0.2 -0.4 0.2
H -1.1260 1.0803 -3.8858 0.3 0.1 0.2
H 0.1771 2.1549 -4.4336 0.1 -0.3 0.6
C 2.1796 2.1634 -2.5361 0.3 -0.3 -0.1
H 2.0216 2.8245 -3.3989 0.3 -0.2 0.3
H 3.1885 1.7359 -2.5277 0.1 0.5 0.0
H 2.0281 2.7379 -1.6090 0.1 -0.3 -0.3
C 0.2586 -3.8069 -2.1710 0.6 -0.5 0.2
H 0.6961 -4.2723 -1.2815 -0.3 -0.2 -0.2
H 0.2146 -4.5049 -3.0029 -0.4 -0.4 0.2
H -0.7195 -3.3898 -1.9292 0.1 0.1 0.0
C 2.6933 -3.3332 -3.8279 -0.1 -0.4 -0.1
H 3.7207 -3.1045 -3.5164 -0.2 -0.3 0.4
H 2.6743 -3.0355 -4.8809 -0.5 -0.1 0.2
H 2.4716 -4.3919 -3.7204 0.6 -0.4 -0.3
Ni 2.6567 -1.2162 -2.0832 2.0 3.0 2.2
C -0.9104 2.0092 -0.0720 1.5 -1.8 -1.5
C -2.1552 2.2870 -0.5036 -0.3 0.4 -1.3
C -2.9905 1.2361 -1.2430 -1.0 -0.2 0.5
C -3.6299 0.2919 -0.2145 -1.2 -0.1 -1.0
C -3.0899 -1.1024 -0.0642 -0.5 -0.3 0.7
C -1.8126 -1.4104 0.2258 -0.6 -0.3 0.1
C -0.6059 -0.7355 -0.3547 -0.2 -0.2 0.9
C -0.3198 0.6215 0.3473 0.5 -0.4 0.0
C 3.0224 -2.0203 -0.3937 1.4 0.8 1.0
H -0.0349 2.5965 -0.4132 -0.8 1.2 1.8
H -2.6424 3.3032 -0.4594 1.2 -0.8 -0.6
H -2.4287 0.6127 -1.9944 -0.2 0.9 0.8
H -3.8465 1.7021 -1.8135 1.1 -0.1 0.5
H -3.6225 0.7987 0.7651 0.4 -0.5 -0.1
H -4.7094 0.2118 -0.4145 0.2 -0.1 -0.2
H -3.9106 -1.8453 0.0158 0.7 0.4 1.1
H -1.5986 -2.0360 1.1127 -0.2 -0.8 -1.2
H -0.6424 -0.7327 -1.4636 -0.3 0.1 0.7
H 0.2255 -1.4414 -0.0790 -0.4 0.8 -0.4
H -0.6753 0.4313 1.4314 0.7 0.6 -1.3
H 0.8091 0.6256 0.3631 -1.1 0.9 0.3
H 4.0639 -1.7268 -0.1606 -0.2 -0.3 0.1
H 2.8965 -3.0762 -0.1852 -0.2 -0.1 -0.2
H 2.3805 -1.3929 0.2236 -0.1 -0.2 0.3
O 1.8953 2.1302 5.1686 0.3 -0.1 -0.4
C 0.8150 1.8769 5.7962 -0.9 -0.4 0.2
C 0.6312 2.2415 7.1754 0.1 -0.1 -0.4
C -0.5359 1.9363 7.8398 0.0 0.0 -0.2
C -1.5975 1.2778 7.1917 -0.2 -0.3 -0.5
C -1.4710 0.9180 5.8425 -0.3 0.2 1.0
C -0.3066 1.1958 5.1462 1.4 0.8 0.1
C -0.2016 0.8843 3.7127 -1.8 -0.6 -0.2
O -1.2040 0.4647 3.0797 1.4 0.3 0.8
O 0.9631 1.0641 3.1164 0.0 0.0 0.0
H 1.5800 1.4960 3.8276 -0.1 0.2 0.4
H 1.4593 2.7557 7.6677 -0.2 -0.1 -0.1
H -0.6331 2.2240 8.8872 0.0 -0.1 -0.2
H -2.5153 1.0428 7.7309 0.2 0.1 -0.1
H -2.2812 0.4167 5.3099 0.2 0.2 0.2
```
Forces are in eV/Å.

Spin multiplicity: 3
Relative energy (zero: lowest compared OMol25 entry of this formula, charge and spin) (kJ/mol): 0.00
HOMO-LUMO gap (spin up / spin down) (eV): 4.034 / 3.437
E_LUMO (spin up / spin down) (eV): -1.6 / -2.2

Calculated total energy across the listed records, respectively: -75794.780 -33656.784 -46609.919 -25038.691 -89151.844 eV.